A structure of composition C29H46IrP2S at a distorted geometry, computed with ωB97M-V/def2-TZVPD.

Each line ends with the Löwdin charge.
Positions of all 79 atoms, in Å:
Ir  -0.2776  0.3910  0.3907  0.809
C  1.8282  2.0886  0.6419  -0.220
C  0.4125  2.1671  1.1802  -0.509
C  1.8416  1.2072  2.7727  -0.282
C  2.6237  1.5037  1.6106  -0.227
C  0.5330  1.6185  2.5772  -0.297
C  2.3987  2.7989  -0.5179  -0.037
H  1.6629  3.4918  -0.9252  0.065
H  2.7222  2.1261  -1.3245  0.085
H  3.2795  3.3736  -0.1871  0.102
C  4.0995  1.3554  1.6038  -0.014
H  4.5015  1.8486  0.7148  0.075
H  4.4403  0.3162  1.6167  0.068
H  4.5340  1.8502  2.4853  0.100
C  2.3339  0.7120  4.0682  -0.048
H  2.3309  1.5270  4.8023  0.102
H  3.3641  0.3466  3.9996  0.073
H  1.7110  -0.0922  4.4766  0.088
C  -0.4201  1.8136  3.6701  -0.039
H  0.0615  2.4007  4.4692  0.106
H  -0.7308  0.8697  4.1256  0.090
H  -1.3132  2.3532  3.3436  0.074
C  -0.4221  3.3764  0.9416  -0.078
H  -0.1246  4.1068  1.6997  0.100
H  -1.4921  3.1599  1.0633  0.061
H  -0.2860  3.8272  -0.0419  0.058
C  -1.6612  -1.7018  -3.0482  -0.158
C  -1.3038  -0.3568  -3.3801  -0.364
C  -2.4983  0.5962  -3.8422  -0.161
C  -3.7256  0.5752  -2.9263  -0.181
C  -3.4721  0.2686  -1.4759  -0.129
C  -3.6923  -0.9640  -0.9017  -0.202
C  -3.6485  -2.3004  -1.6329  -0.147
C  -3.0076  -2.2721  -3.0546  -0.180
H  -2.7682  0.3691  -4.8961  0.132
H  -4.5267  -0.0743  -3.3661  0.124
H  -2.1321  1.6323  -3.9357  0.086
H  -3.7075  -1.8112  -3.7684  0.110
H  -0.8093  -2.3666  -2.8435  0.118
H  -0.4772  -0.2809  -4.1225  0.112
H  -2.9647  -3.3178  -3.4096  0.128
H  -3.1620  -3.0745  -0.9929  0.124
H  -4.2297  -1.0594  0.0722  0.087
H  -4.6948  -2.6569  -1.7260  0.129
H  -4.2037  1.5718  -2.9474  0.127
H  -3.3843  1.1496  -0.8378  0.082
P  0.0088  0.1881  -2.0854  0.912
C  1.5556  -0.5571  -2.5716  -0.179
C  -0.4617  1.9491  -2.2892  -0.184
P  -2.1617  -0.5172  1.1869  0.812
C  -0.7564  -1.0665  -0.7169  -0.573
C  -3.3012  0.7808  1.5791  -0.285
C  -2.3148  -2.1887  1.8690  -0.261
H  2.1328  -1.0271  -1.7724  0.038
H  2.1845  0.1670  -3.0970  0.063
H  1.2657  -1.3366  -3.3024  0.074
H  -1.5561  1.9484  -2.2667  0.039
H  -0.1000  2.1971  -3.2971  0.084
H  -0.1648  2.6842  -1.5534  0.000
H  -3.2980  -2.5937  1.5674  0.050
H  -2.2778  -2.0961  2.9689  0.057
H  -1.5176  -2.8804  1.5481  0.039
H  -0.3747  -2.0777  -0.5142  0.029
H  -1.7337  -0.9340  -1.1826  -0.073
H  -3.1535  1.0330  2.6352  0.047
H  -4.3256  0.4339  1.3913  0.055
H  -3.1047  1.6765  0.9651  0.035
S  0.9283  -1.3310  1.8156  0.737
C  2.4743  -1.9749  1.3865  -0.624
C  3.5559  -1.9663  2.3010  -0.124
C  4.8049  -2.4631  1.9424  -0.079
C  4.9576  -3.0786  0.6887  -0.084
C  3.8822  -3.1559  -0.1951  -0.093
C  2.6378  -2.6401  0.1540  -0.143
H  3.3595  -1.5353  3.3018  0.093
H  5.6277  -2.3346  2.6191  0.103
H  5.9362  -3.4640  0.3941  0.106
H  3.9943  -3.5870  -1.1959  0.107
H  1.7533  -2.7158  -0.4957  0.080

Cartesian forces (eV/Å) of the 6 atoms listed first:
Ir 0.28 -0.14 4.54
C -0.91 0.11 1.71
C 2.43 0.76 1.58
C 1.55 -0.20 -1.02
C -0.33 -0.43 1.47
C -1.24 1.38 -3.52

Spin multiplicity: 5
HOMO (spin up / spin down) (eV): -9.100 / -9.529
Total charge: +1
Max |F| (hartree/bohr): 0.08846
Calculated total energy (Ha): -2317.2396
Gap between HOMO and LUMO (spin up / spin down) (eV): 5.64 / 5.39
⟨S²⟩: 6.072